# 1
{"formula": "C52H48N8O19", "method": "wB97M-V/def2-TZVPD", "symbols": ["O", "N", "O", "C", "C", "C", "C", "C", "C", "H", "H", "H", "H", "H", "O", "N", "O", "C", "C", "C", "C", "C", "C", "H", "H", "H", "H", "H", "O", "N", "O", "C", "C", "C", "C", "C", "C", "H", "H", "H", "H", "H", "O", "N", "O", "C", "C", "C", "C", "C", "C", "H", "H", "H", "H", "H", "O", "N", "O", "C", "C", "C", "C", "C", "C", "H", "H", "H", "H", "H", "O", "N", "O", "C", "C", "C", "C", "C", "C", "H", "H", "H", "H", "H", "O", "N", "O", "C", "C", "C", "C", "C", "C", "H", "H", "H", "H", "H", "O", "N", "O", "C", "C", "C", "C", "C", "C", "H", "H", "H", "H", "H", "C", "C", "O", "C", "O", "O", "C", "H", "H", "H", "H", "H", "H", "H", "H"], "coordinates": [[13.56, -6.38, -3.97], [14.68, -6.48, -3.55], [15.45, -7.28, -3.97], [15.03, -5.54, -2.41], [15.86, -6.06, -1.41], [16.19, -5.30, -0.27], [15.75, -4.00, -0.22], [14.93, -3.51, -1.17], [14.62, -4.24, -2.24], [16.35, -7.02, -1.41], [16.74, -5.84, 0.49], [16.15, -3.45, 0.62], [14.49, -2.53, -1.04], [14.10, -3.81, -3.08], [15.80, -5.42, -10.40], [15.35, -4.54, -9.67], [14.16, -4.43, -9.42], [16.29, -3.62, -8.97], [17.74, -3.95, -8.74], [18.45, -3.08, -7.96], [17.90, -1.86, -7.61], [16.71, -1.40, -7.91], [15.87, -2.32, -8.51], [18.12, -4.87, -9.16], [19.43, -3.47, -7.75], [18.59, -1.31, -6.98], [16.37, -0.40, -7.70], [14.93, -1.83, -8.74], [3.75, -11.15, -12.19], [4.14, -10.60, -13.22], [3.50, -10.62, -14.25], [5.55, -10.09, -13.18], [6.18, -9.75, -11.99], [7.56, -9.60, -11.99], [8.33, -9.68, -13.17], [7.63, -10.00, -14.35], [6.30, -10.26, -14.33], [5.46, -9.75, -11.19], [7.93, -9.26, -11.03], [9.39, -9.51, -13.01], [8.21, -10.17, -15.25], [5.90, -10.69, -15.24], [10.63, 1.58, -4.37], [9.62, 1.98, -4.94], [9.81, 2.44, -6.08], [8.31, 1.73, -4.44], [7.25, 2.51, -4.85], [5.93, 2.22, -4.51], [5.61, 1.04, -3.76], [6.69, 0.33, -3.27], [8.01, 0.76, -3.48], [7.35, 3.36, -5.52], [5.18, 2.93, -4.80], [4.56, 0.82, -3.58], [6.55, -0.56, -2.67], [8.86, 0.22, -3.08], [28.38, -6.31, -8.89], [28.00, -6.61, -10.02], [28.48, -7.40, -10.78], [26.80, -5.93, -10.50], [26.49, -4.60, -10.20], [25.33, -4.06, -10.67], [24.53, -4.75, -11.60], [24.70, -6.13, -11.87], [25.96, -6.69, -11.38], [27.09, -4.07, -9.47], [25.03, -3.03, -10.55], [23.71, -4.20, -12.03], [24.13, -6.63, -12.65], [26.22, -7.72, -11.55], [1.66, -6.54, -5.80], [2.12, -5.65, -6.43], [1.46, -4.83, -7.12], [3.60, -5.48, -6.56], [4.10, -4.34, -7.26], [5.50, -4.17, -7.41], [6.36, -5.04, -6.80], [5.90, -6.19, -6.18], [4.51, -6.35, -5.96], [3.42, -3.66, -7.76], [5.91, -3.30, -7.92], [7.38, -4.77, -7.04], [6.69, -6.77, -5.74], [4.15, -7.27, -5.52], [16.13, -10.33, -20.85], [15.87, -9.89, -19.72], [16.18, -10.52, -18.71], [15.28, -8.52, -19.47], [14.97, -8.06, -18.19], [14.47, -6.74, -18.09], [14.31, -5.94, -19.20], [14.63, -6.39, -20.49], [15.16, -7.66, -20.60], [15.09, -8.70, -17.33], [14.08, -6.38, -17.15], [13.97, -4.91, -19.13], [14.48, -5.75, -21.35], [15.42, -8.10, -21.55], [24.74, -1.39, -3.77], [24.11, -1.12, -2.75], [23.60, -0.03, -2.61], [23.97, -2.24, -1.76], [23.37, -1.92, -0.49], [23.23, -2.90, 0.39], [23.67, -4.17, 0.09], [24.32, -4.46, -1.03], [24.46, -3.52, -2.01], [23.29, -0.86, -0.30], [22.67, -2.68, 1.29], [23.57, -4.92, 0.87], [24.86, -5.36, -1.28], [25.00, -3.72, -2.92], [13.48, -17.74, -12.34], [14.20, -16.86, -13.28], [15.21, -15.98, -12.80], [14.94, -14.85, -12.13], [13.92, -14.21, -12.19], [16.22, -14.41, -11.67], [16.36, -13.12, -10.96], [14.11, -18.63, -12.24], [12.49, -18.00, -12.73], [13.27, -17.24, -11.40], [13.65, -16.12, -13.86], [14.44, -17.56, -14.08], [17.11, -12.53, -11.49], [16.36, -13.03, -9.87], [15.55, -12.53, -11.37]], "mulliken_charge": [-0.530, 0.892, -0.560, 0.133, -0.098, -0.533, -0.288, -0.596, -0.229, 0.354, 0.365, 0.357, 0.367, 0.365, -0.558, 0.881, -0.540, 0.003, -0.254, -0.601, -0.168, -0.637, -0.022, 0.432, 0.363, 0.323, 0.416, 0.361, -0.532, 0.865, -0.555, 0.349, -0.439, -0.388, -0.450, -0.459, -0.201, 0.383, 0.346, 0.383, 0.355, 0.342, -0.561, 0.851, -0.529, 0.156, -0.313, -0.239, -0.494, -0.392, -0.380, 0.362, 0.355, 0.406, 0.365, 0.414, -0.556, 0.879, -0.538, 0.407, -0.400, -0.383, -0.297, -0.629, -0.266, 0.368, 0.344, 0.340, 0.358, 0.373, -0.574, 0.960, -0.579, 0.179, -0.264, -0.416, -0.340, -0.529, -0.323, 0.412, 0.362, 0.352, 0.379, 0.382, -0.567, 0.899, -0.554, 0.147, -0.331, -0.423, -0.304, -0.505, -0.292, 0.439, 0.350, 0.352, 0.381, 0.409, -0.581, 0.930, -0.581, 0.149, -0.351, -0.425, -0.414, -0.397, -0.239, 0.393, 0.365, 0.356, 0.358, 0.434, -0.960, -0.337, -0.308, 0.686, -0.521, -0.315, -0.759, 0.267, 0.305, 0.328, 0.371, 0.309, 0.319, 0.298, 0.318], "lumo_energy_ev": -0.9867, "de_lowest_ev": 6.055, "e_homo_ev": -10.0, "total_charge": 0}

=====

# 2
{"formula": "C52H48N8O4P2SSc", "method": "wB97M-V/def2-TZVPD", "symbols": ["Sc", "C", "N", "C", "C", "N", "C", "C", "C", "C", "C", "C", "N", "C", "N", "C", "C", "C", "C", "C", "C", "N", "H", "H", "H", "H", "H", "H", "H", "H", "H", "H", "H", "H", "H", "H", "H", "O", "C", "O", "C", "O", "O", "C", "S", "C", "C", "C", "N", "P", "C", "C", "C", "C", "C", "C", "C", "C", "C", "C", "C", "C", "P", "C", "C", "C", "C", "C", "C", "C", "C", "C", "C", "C", "C", "H", "H", "H", "H", "H", "H", "H", "H", "H", "H", "H", "H", "H", "H", "H", "H", "H", "H", "H", "H", "H", "H", "H", "H", "H", "H", "H", "H", "H", "N", "C", "C", "C", "C", "N", "C", "C", "H", "H", "H", "H"], "coordinates": [[-1.88, 0.22, 0.83], [-3.34, 3.20, 0.63], [-2.62, 2.32, -0.30], [-3.48, 1.80, -1.43], [-2.70, 0.75, -2.04], [-1.79, 0.01, -1.43], [-1.22, -0.95, -2.48], [-0.60, -3.29, -3.11], [-0.17, -2.78, -4.47], [-0.69, -1.86, -5.26], [-1.80, -0.96, -4.94], [-2.03, -0.60, -3.70], [-2.91, 0.40, -3.34], [-3.39, 2.76, 2.05], [-2.92, 1.63, 2.45], [-3.14, 1.57, 3.83], [-2.82, 0.60, 4.83], [-3.40, 0.76, 6.07], [-4.23, 1.85, 6.37], [-4.56, 2.80, 5.45], [-3.93, 2.67, 4.24], [-3.99, 3.46, 3.09], [-2.89, 4.18, 0.61], [-4.36, 3.21, 0.20], [-1.76, 2.62, -0.59], [-4.36, 1.31, -1.00], [-3.81, 2.62, -2.06], [0.01, -4.09, -2.70], [0.65, -3.33, -4.91], [-0.22, -1.77, -6.23], [-2.36, -0.46, -5.70], [-3.33, 1.03, -3.99], [-2.20, -0.21, 4.57], [-3.29, 0.06, 6.84], [-4.86, 1.67, 7.24], [-5.19, 3.63, 5.69], [-4.64, 4.16, 3.06], [-3.71, -2.87, 2.92], [-3.36, -1.89, 2.24], [-2.18, -1.33, 2.23], [-4.39, -1.27, 1.29], [-5.54, -1.60, 1.16], [-3.79, -0.36, 0.48], [4.28, -3.39, -5.03], [3.95, -1.81, -4.28], [4.50, -2.08, -2.57], [3.70, -1.13, -1.68], [2.18, -1.53, -1.62], [1.32, -0.63, -0.74], [0.17, -1.37, 0.27], [1.13, -2.00, 1.64], [2.47, -1.67, 1.75], [3.30, -1.95, 2.88], [2.62, -2.57, 3.95], [1.32, -3.04, 3.83], [0.57, -2.73, 2.70], [-0.59, -2.67, -0.66], [-0.93, -3.84, -0.10], [-1.93, -4.75, -0.61], [-2.50, -4.45, -1.81], [-2.06, -3.34, -2.63], [-1.09, -2.39, -2.03], [1.16, 1.09, -0.69], [2.81, 1.80, -0.12], [3.20, 1.58, 1.19], [4.39, 2.13, 1.58], [5.27, 2.81, 0.73], [4.82, 3.07, -0.54], [3.58, 2.53, -0.96], [1.00, 1.69, -2.46], [0.56, 3.00, -2.47], [0.40, 3.73, -3.63], [0.59, 3.13, -4.87], [0.97, 1.79, -4.90], [1.19, 1.02, -3.70], [3.99, -3.32, -6.05], [3.82, -4.25, -4.57], [5.38, -3.65, -5.00], [5.54, -1.94, -2.42], [4.21, -3.12, -2.31], [3.81, -0.06, -1.99], [4.05, -1.29, -0.63], [2.15, -2.48, -1.11], [1.83, -1.63, -2.65], [2.94, -1.19, 0.89], [4.31, -1.58, 2.90], [3.21, -2.87, 4.84], [0.85, -3.58, 4.69], [-0.45, -3.13, 2.72], [-0.43, -4.07, 0.84], [-2.29, -5.66, -0.08], [-3.35, -5.05, -2.11], [-2.74, -2.87, -3.35], [-0.22, -0.62, -2.67], [2.60, 0.93, 1.85], [4.59, 2.05, 2.67], [6.20, 3.19, 1.07], [5.47, 3.50, -1.28], [3.29, 2.79, -1.98], [0.13, 3.44, -1.56], [0.14, 4.77, -3.65], [0.51, 3.51, -5.86], [1.18, 1.38, -5.90], [1.55, 0.00, -3.86], [2.32, 3.23, 6.55], [1.85, 2.76, 5.62], [1.18, 2.21, 4.44], [0.84, 0.84, 4.32], [0.02, 0.45, 3.31], [-0.32, 1.26, 2.30], [0.08, 2.52, 2.32], [0.85, 3.05, 3.40], [1.15, 0.11, 5.02], [-0.30, -0.58, 3.26], [-0.15, 3.15, 1.43], [1.06, 4.12, 3.44]], "mulliken_charge": [-1.563, -1.293, -0.059, -1.558, 0.216, 1.190, -0.147, -0.031, -1.222, -0.628, -0.981, -0.197, -0.169, 0.144, 1.268, 0.103, -0.318, -1.160, -0.618, -1.085, 0.585, -0.188, 0.486, 0.426, 0.025, 0.542, 0.671, 0.585, 0.459, 0.423, 0.521, 0.415, 0.659, 0.497, 0.322, 0.436, 0.198, -0.695, 0.397, 0.353, 0.473, -0.642, -0.381, -1.055, 0.032, -1.117, -0.420, -0.409, 0.736, 1.938, 1.382, -0.164, -0.812, -0.767, -1.043, -0.488, 0.427, -0.382, -1.167, -1.593, 0.206, 2.168, 0.962, 0.756, -0.045, -1.052, -1.080, -0.829, -0.240, 1.362, -0.593, -1.015, -0.717, -0.659, -0.232, 0.408, 0.301, 0.346, 0.651, 0.377, 0.123, 0.327, 0.850, -0.370, -0.691, 0.514, 0.367, 0.428, 0.197, 0.613, 0.412, 0.465, 0.566, -1.543, 0.524, 0.390, 0.495, 0.433, 0.321, 0.133, 0.451, 0.415, 0.410, 0.084, -0.470, -0.373, 0.061, -1.275, -0.024, 2.123, -0.308, -1.015, 0.829, 0.273, 0.036, 0.597], "lumo_energy_ev": -2.9274, "de_lowest_ev": 4.212, "e_homo_ev": -10.1, "total_charge": 1}

=====

no.,electronic energy (a.u.)
1,-3876.94486
2,-4590.90973